The following is a quantum chemistry calculation of C32H26BaClN11O2 as an isolated structure, from the Open Molecules 2025 dataset.

Properties
gap between HOMO and LUMO = 8.2471 eV
LUMO = 0.1 eV
HOMO energy = -0.2983 Ha
electronic energy = -2473.70420 a.u.
energy above the lowest of the compared OMol25 structures with the same formula, charge and spin = 0.038 eV
total charge = 0

Geometry as XYZ:
```
73
C32H26BaClN11O2, DFT ωB97M-V/def2-TZVPD
Ba -0.8105 1.0310 -0.1562
O 2.6715 -1.4757 -1.7571
C 1.5924 -1.2359 -1.1924
N 1.3787 -0.4753 -0.1267
C 2.6114 0.0397 0.4314
C 2.3778 0.8767 1.6599
C 3.3796 1.0176 2.6182
C 3.1776 1.8498 3.7011
C 1.9749 2.5348 3.8092
C 1.0308 2.3366 2.8222
N 1.2133 1.5233 1.7784
C 0.3450 -1.8936 -1.7830
C 0.5094 -2.7433 -2.8722
C -0.6005 -3.3467 -3.4319
C -1.8513 -3.0875 -2.8888
C -1.9241 -2.2277 -1.8085
N -0.8595 -1.6422 -1.2600
H 3.1627 0.6642 -0.2891
H 3.3069 -0.7726 0.6719
H 4.3066 0.4721 2.5006
H 3.9472 1.9674 4.4532
H 1.7745 3.2051 4.6328
H 0.0822 2.8630 2.8589
H 1.5127 -2.8958 -3.2425
H -0.4973 -4.0109 -4.2807
H -2.7489 -3.5373 -3.2903
H -2.8857 -1.9966 -1.3598
C -5.5082 4.3251 -1.6421
N -4.9630 3.1770 -0.9158
C -3.7641 3.0045 -0.3580
N -3.6680 1.7704 0.1227
C -4.8789 1.2318 -0.1823
N -5.6918 2.0453 -0.8120
C -4.7331 5.5867 -1.3775
C -5.2315 6.5460 -0.5049
C -4.5105 7.7052 -0.2511
C -3.2833 7.9079 -0.8564
C -2.7763 6.9463 -1.7261
C -3.5043 5.7932 -1.9923
C -1.4643 7.1441 -2.3348
N -0.6348 8.1131 -2.1568
N 0.4818 7.8144 -2.9236
C 0.2363 6.6852 -3.4934
O -0.9907 6.2090 -3.1856
C 1.0970 5.8932 -4.3678
C 2.2068 6.4799 -4.9617
C 3.0333 5.7091 -5.7638
C 2.7541 4.3672 -5.9666
C 1.6417 3.7781 -5.3726
C 1.3790 2.3107 -5.6319
N 0.3619 1.7411 -4.7707
C 0.4229 1.4850 -3.4636
N -0.7337 1.0104 -3.0404
C -1.4889 1.0041 -4.1693
N -0.8688 1.4417 -5.2399
C 0.8125 4.5447 -4.5713
H -6.5440 4.4301 -1.3259
H -5.5020 4.0766 -2.7042
H -2.9776 3.7462 -0.3513
H -5.1673 0.2254 0.0737
H -6.1896 6.3872 -0.0243
H -4.9076 8.4503 0.4252
H -2.7029 8.7997 -0.6627
H -3.0920 5.0455 -2.6592
H 2.4136 7.5263 -4.7834
H 3.9027 6.1548 -6.2283
H 3.4109 3.7683 -6.5876
H 2.2981 1.7364 -5.5081
H 1.0234 2.1579 -6.6498
H 1.3022 1.6650 -2.8640
H -2.5114 0.6655 -4.2006
H -0.0404 4.1088 -4.0667
Cl -0.4924 3.8475 -0.9780
```

Atom charges from the Löwdin analysis, given in e for atoms 1 to 4:
1 Ba 1.601
2 O -0.015
3 C -0.577
4 N -0.158